[1]
C24H24ClN2O | the ωB97M-V functional and the def2-TZVPD basis

Geometry as XYZ:
```
52
Properties=species:S:1:pos:R:3
O -0.840 1.560 3.597
C -1.155 0.409 3.290
C -2.355 0.247 2.442
C -3.115 1.413 2.220
C -4.409 1.318 1.716
C -4.954 0.060 1.412
C -4.169 -1.092 1.536
C -2.857 -0.992 1.995
C -0.354 -0.821 3.727
C -0.270 -1.030 5.137
C 0.782 -0.229 5.946
C 1.495 -0.888 6.967
C 2.387 -0.179 7.778
C 2.651 1.171 7.515
C 2.008 1.803 6.451
C 1.019 1.122 5.733
N -1.583 -0.948 5.727
C -1.680 -0.830 7.161
C -3.121 -1.220 7.515
C -3.584 -2.118 6.360
C -2.591 -1.874 5.209
N 1.010 -0.808 3.054
C 1.501 -2.008 2.656
C 2.734 -2.120 2.035
C 3.580 -1.012 1.969
C 3.079 0.205 2.434
Cl 4.081 1.593 2.504
C 1.762 0.311 2.882
H -2.701 2.380 2.509
H -5.000 2.227 1.579
H -5.983 -0.031 1.061
H -4.563 -2.081 1.291
H -2.228 -1.884 2.067
H -0.835 -1.703 3.301
H 0.036 -2.096 5.250
H 1.311 -1.955 7.140
H 2.872 -0.683 8.617
H 3.342 1.737 8.144
H 2.230 2.833 6.166
H 0.434 1.680 5.010
H -1.410 0.179 7.499
H -0.996 -1.527 7.672
H -3.742 -0.321 7.584
H -3.153 -1.742 8.475
H -3.523 -3.171 6.656
H -4.610 -1.907 6.045
H -2.161 -2.834 4.863
H -3.102 -1.458 4.328
H 0.843 -2.859 2.828
H 3.008 -3.091 1.630
H 4.587 -1.069 1.575
H 1.355 1.270 3.170
```

As for the LUMO energy: -4.21 eV. Its SMILES is O=C(c1ccccc1)[C@H]([C@@H](c1ccccc1)N1CCCC1)[n+]1cccc(Cl)c1. The charge is +1. The value obtained for the HOMO energy is -11.19 eV. The calculation puts the HOMO-LUMO gap at 0.25666 Eh.

=====

[2]
C24H24N2O3 | the ωB97M-V functional and the def2-TZVPD basis

Geometry as XYZ:
```
53
Properties=species:S:1:pos:R:3
C 2.311 2.135 1.180
C 0.923 1.644 1.456
C -0.168 2.200 0.798
C -1.458 1.772 1.053
C -1.676 0.758 1.978
N -2.944 0.204 2.212
C -4.006 0.225 1.361
O -4.267 1.113 0.583
C -4.865 -1.047 1.454
O -4.114 -2.197 1.792
C -2.913 -2.383 1.154
C -1.998 -3.222 1.790
C -0.710 -3.329 1.312
C -0.300 -2.581 0.213
C 1.134 -2.616 -0.200
O 1.805 -3.629 -0.193
N 1.625 -1.403 -0.548
C 2.964 -1.217 -1.048
C 2.962 -0.718 -2.503
C 2.372 0.660 -2.590
C 1.007 0.840 -2.781
C 0.455 2.108 -2.804
C 1.265 3.220 -2.644
C 2.628 3.054 -2.462
C 3.175 1.783 -2.430
C -1.241 -1.823 -0.472
C -2.545 -1.739 -0.024
C -0.592 0.198 2.647
C 0.690 0.640 2.387
H 2.463 2.282 0.113
H 2.472 3.094 1.674
H 3.053 1.434 1.554
H -0.004 2.980 0.070
H -2.293 2.207 0.530
H -2.928 -0.565 2.872
H -5.610 -0.942 2.249
H -5.393 -1.170 0.501
H -2.314 -3.756 2.672
H 0.009 -3.963 1.808
H 1.035 -0.587 -0.489
H 3.499 -0.501 -0.414
H 3.455 -2.191 -0.986
H 2.386 -1.417 -3.111
H 3.991 -0.709 -2.864
H 0.374 -0.023 -2.932
H -0.608 2.230 -2.950
H 0.837 4.211 -2.666
H 3.266 3.917 -2.343
H 4.239 1.659 -2.284
H -0.966 -1.292 -1.371
H -3.253 -1.142 -0.576
H -0.754 -0.598 3.360
H 1.521 0.190 2.910
```

As for the LUMO energy: 0.73 eV. Its SMILES is Cc1ccc(NC(=O)COc2ccc(C(=O)NCCc3ccccc3)cc2)cc1. The charge is 0. For the energy above the lowest of the compared OMol25 structures with the same formula, charge and spin, the calculation gives 105.1 kJ/mol. The value obtained for the HOMO energy is -8.41 eV. The calculation puts the HOMO-LUMO gap at 0.33587 Eh.

=====

[3]
C24H24N4O2 | the ωB97M-V functional and the def2-TZVPD basis

Geometry as XYZ:
```
54
Properties=species:S:1:pos:R:3
C -3.629 -2.951 -0.525
N -2.668 -2.038 0.064
C -1.517 -2.736 0.613
C -0.685 -3.419 -0.476
C 0.731 -3.716 0.005
N 1.510 -2.502 0.068
C 2.841 -2.491 -0.070
O 3.522 -3.496 -0.196
C 3.491 -1.131 -0.038
C 4.857 -1.116 -0.048
C 5.573 0.097 -0.019
C 4.880 1.259 0.021
N 3.517 1.282 0.027
C 2.896 2.571 0.075
O 3.590 3.563 0.125
C 1.453 2.540 0.055
C 0.715 3.729 0.087
C -0.658 3.686 0.057
C -1.321 2.457 -0.016
C -0.616 1.279 -0.049
C 0.786 1.301 -0.006
N 1.464 0.127 -0.021
C 2.765 0.110 -0.008
C -3.313 -1.192 1.056
C -4.237 -0.181 0.426
C -5.321 0.314 1.139
C -6.150 1.272 0.584
C -5.908 1.745 -0.695
C -4.832 1.252 -1.414
C -4.000 0.298 -0.857
H -3.186 -3.443 -1.387
H -4.497 -2.386 -0.859
H -3.965 -3.719 0.190
H -0.894 -1.991 1.116
H -1.817 -3.486 1.368
H -0.639 -2.763 -1.348
H -1.156 -4.355 -0.776
H 0.698 -4.190 0.995
H 1.241 -4.408 -0.674
H 1.042 -1.596 0.096
H 5.373 -2.065 -0.079
H 6.650 0.104 -0.026
H 5.338 2.237 0.050
H 1.254 4.663 0.135
H -1.230 4.601 0.084
H -2.400 2.432 -0.048
H -1.116 0.327 -0.116
H -3.871 -1.788 1.801
H -2.534 -0.644 1.600
H -5.516 -0.054 2.136
H -6.990 1.649 1.150
H -6.557 2.491 -1.129
H -4.638 1.615 -2.413
H -3.164 -0.092 -1.416
```

As for the LUMO energy: -0.47 eV. Its SMILES is CN(CCCNC(=O)c1cccn2c(=O)c3ccccc3nc12)Cc1ccccc1. The charge is 0. For the energy above the lowest of the compared OMol25 structures with the same formula, charge and spin, the calculation gives 62.7 kJ/mol. The value obtained for the HOMO energy is -8.19 eV. The calculation puts the HOMO-LUMO gap at 0.28346 Eh.

=====

The highest LUMO belongs to which entry?
C24H24N2O3